#1
Density functional theory data (the ωB97M-V functional and the def2-TZVPD basis) for 2 unconnected molecules or ions with the total composition C3H3N5.

Its lowest unoccupied orbital energy is -0.276 eV.

Each line ends with the natural charge from an NBO analysis.
Geometry (Å):
1 C 1.5744 0.8790 -0.0564  -0.13
2 C -1.1775 -1.1513 -0.0523  0.18
3 C 0.1894 0.5379 -0.2187  0.21
4 H 2.2439 1.8129 0.1585  0.25
5 H -1.6815 -2.1617 0.1293  0.24
6 H -1.7254 1.7603 0.6746  0.41
7 N 2.1577 -0.3017 -0.0007  -0.24
8 N 1.2968 -1.3216 -0.1169  -0.09
9 N 0.1302 -0.8348 -0.2339  -0.18
10 N -1.8643 -0.1697 0.0339  -0.26
11 N -1.1437 0.9507 -0.3175  -0.38

#2
Density functional theory data (the ωB97M-V functional and the def2-TZVPD basis) for a single C3H3N5 molecule.

As for the structure (SMILES): c1n[nH]c2n[nH]nc12. Its lowest unoccupied orbital energy is 0.544 eV.

Each line ends with the natural charge from an NBO analysis.
Geometry (Å):
1 C -0.9296 0.0151 -1.5246  -0.06
2 C -0.0083 -0.4922 -0.4825  -0.02
3 C 0.0598 0.4741 0.5058  0.22
4 H -1.7852 2.0405 0.8130  0.44
5 H -1.3221 -0.5645 -2.4236  0.23
6 H 2.2923 -1.5664 1.2363  0.42
7 N -0.9124 1.4207 0.1595  -0.39
8 N -1.5685 1.0706 -0.9611  -0.21
9 N 0.9522 -1.3888 -0.2424  -0.21
10 N 1.4159 -1.1538 0.9411  -0.13
11 N 0.9819 0.0667 1.4431  -0.29

What is the stability order? It is #2, #1, from most stable to least stable.

#1
Density functional theory data (the ωB97M-V functional and the def2-TZVPD basis) for a single CH3F3N2O molecule.

As for the structure (SMILES): CON(F)N(F)F. Its lowest unoccupied orbital energy is 0.839 eV.

Each line ends with the natural charge from an NBO analysis.
Geometry (Å):
1 C 0.0090 -0.1696 -0.2449  -0.26
2 N -2.2631 0.4586 0.0635  0.29
3 N -3.3234 -0.2732 -0.4844  0.39
4 O -1.2494 -0.4791 0.2731  -0.37
5 F -2.5864 1.0461 1.3096  -0.24
6 F -4.1189 -1.1228 0.3496  -0.24
7 F -4.2718 0.5907 -0.7961  -0.18
8 H 0.1767 0.8706 0.1020  0.20
9 H -0.0788 -0.3007 -1.3187  0.19
10 H 0.6858 -0.9612 0.2024  0.22

#2
Density functional theory data (the ωB97M-V functional and the def2-TZVPD basis) for a single CH3F3N2O molecule.

As for the structure (SMILES): NNOC(F)(F)F. Its lowest unoccupied orbital energy is 0.887 eV.

Each line ends with the natural charge from an NBO analysis.
Geometry (Å):
1 C 1.2450 0.6178 0.2990  1.14
2 N -1.5878 -0.5351 -0.6426  -0.68
3 N -0.8884 -0.7204 0.5756  -0.17
4 O -0.1477 0.4256 1.0684  -0.44
5 F 0.9888 0.6475 -0.9570  -0.32
6 F 2.0675 -0.3763 0.4878  -0.32
7 F 1.8316 1.6760 0.6953  -0.28
8 H -2.4352 0.0405 -0.4593  0.38
9 H -0.9324 -0.3410 -1.4051  0.36
10 H -0.1414 -1.4346 0.3379  0.33

What is the stability order? It is #2, #1, from most stable to least stable.

#1
Density functional theory data (the ωB97M-V functional and the def2-TZVPD basis) for a molecular structure, C4H9N2O2.

Its lowest unoccupied orbital energy is 2.589 eV. The charge is -1.

Each line ends with the natural charge from an NBO analysis.
Geometry (Å):
1 C -0.2505 0.4636 0.6145  -0.24
2 N -1.1483 1.0602 -0.3662  -0.69
3 C -2.3466 0.1519 -0.7193  0.17
4 O -2.7908 -0.5938 0.2592  -0.91
5 C 0.2616 -0.8468 0.0428  -0.32
6 N 1.5681 -1.2694 0.5240  -0.35
7 C 2.4324 -0.2849 0.1947  0.11
8 O 2.4479 1.1015 -0.1384  -0.59
9 H 0.5781 1.1212 0.8649  0.19
10 H -0.6623 0.3145 1.6217  0.21
11 H -0.7095 1.2384 -1.2777  0.32
12 H -2.0904 -0.5248 -1.6611  0.01
13 H -3.0884 0.9424 -1.2222  0.04
14 H 0.2311 -0.6526 -1.0580  0.17
15 H -0.4521 -1.6152 0.1342  0.24
16 H 1.9725 0.1816 -0.8849  0.51
17 H 3.4439 -0.5059 0.6168  0.15

#2
Density functional theory data (the ωB97M-V functional and the def2-TZVPD basis) for a molecular structure, C4H9N2O2.

Its lowest unoccupied orbital energy is 4.009 eV. The charge is -1.

Each line ends with the natural charge from an NBO analysis.
Geometry (Å):
1 C -0.4089 0.8868 0.1008  -0.19
2 N 0.5883 0.3839 -0.8340  -0.74
3 C 1.8362 -0.1856 -0.1903  0.88
4 O 1.6366 -0.6266 0.9507  -0.81
5 O 2.8267 -0.1057 -0.9209  -0.79
6 C -1.4354 -0.2224 0.4732  -0.16
7 C -1.8712 -0.9776 -0.7756  -0.61
8 N -2.5294 0.7517 1.0583  -0.85
9 H 0.0614 1.2803 1.0062  0.18
10 H -0.9901 1.6892 -0.3481  0.18
11 H 0.8752 1.1085 -1.4771  0.36
12 H -0.8966 -0.8979 1.1611  0.23
13 H -1.2672 -1.8566 -0.9699  0.23
14 H -2.9013 -1.2797 -0.5281  0.18
15 H -1.9325 -0.3745 -1.6799  0.21
16 H -2.2411 0.8205 2.0435  0.33
17 H -2.6598 -0.2947 1.1437  0.37

#3
Density functional theory data (the ωB97M-V functional and the def2-TZVPD basis) for a gas-phase ion, C4H9N2O2 (charge -1).

As for the structure (SMILES): C[C@H](N)CNC(=O)[O-]. Its lowest unoccupied orbital energy is 3.953 eV. The charge is -1.

Each line ends with the natural charge from an NBO analysis.
Geometry (Å):
1 C 0.4383 -0.8688 -0.1824  -0.26
2 N 1.0700 -0.2199 -1.3165  -0.75
3 C 2.2107 0.6109 -0.9438  0.88
4 O 2.5165 1.4463 -1.8000  -0.80
5 O 2.6384 0.4010 0.1780  -0.79
6 C -0.9235 -0.1383 0.1579  0.00
7 C -0.7068 1.2980 0.7579  -0.65
8 N -1.7837 -1.1130 1.0227  -0.89
9 H -0.0306 -1.8698 -0.3964  0.15
10 H 1.0458 -0.6814 0.7472  0.25
11 H 0.6605 -0.3467 -2.2203  0.38
12 H -1.5628 0.0617 -0.9015  0.15
13 H -1.4813 1.5432 1.4457  0.20
14 H 0.2943 1.1744 1.3649  0.23
15 H -0.7760 1.9829 -0.0889  0.22
16 H -1.3775 -1.5135 1.7692  0.34
17 H -2.2321 -1.7670 0.4063  0.35

What is the stability order? It is #3, #2, #1, from most stable to least stable.

#1
Density functional theory data (the ωB97M-V functional and the def2-TZVPD basis) for 2 unconnected molecules or ions with the total composition C4H9N2O2.

Its lowest unoccupied orbital energy is 2.746 eV. The charge is -1.

Each line ends with the natural charge from an NBO analysis.
Geometry (Å):
1 C 0.4823 -0.7302 -0.3314  -0.21
2 C -0.6048 -1.3172 0.6155  -0.60
3 C -2.0071 1.5031 -0.2971  -0.19
4 N -2.6292 0.2741 -0.5853  -0.53
5 N 1.4570 -0.0157 0.3933  -0.73
6 C 2.9263 0.2223 -0.0683  0.88
7 O 3.4117 -0.6645 -0.7990  -0.78
8 O 3.4693 1.3307 0.3240  -0.82
9 H 0.9320 -1.6223 -0.7584  0.20
10 H 0.0428 -0.1154 -1.1361  0.15
11 H -1.4066 -1.7214 0.0034  0.20
12 H -0.8808 -0.4315 1.0564  0.18
13 H -1.5168 1.8501 0.6487  0.20
14 H -2.9915 0.6542 0.4325  0.35
15 H -0.2019 -2.0561 1.2902  0.20
16 H -1.6156 1.8501 -1.2547  0.17
17 H 1.1330 0.9896 0.4665  0.34

#2
Density functional theory data (the ωB97M-V functional and the def2-TZVPD basis) for a gas-phase ion, C4H9N2O2 (charge -1).

As for the structure (SMILES): CC[C@@H](C)N=[N+]([O-])[O-]. Its lowest unoccupied orbital energy is 3.987 eV. The charge is -1.

Each line ends with the natural charge from an NBO analysis.
Geometry (Å):
1 C -1.0354 1.8218 0.4101  -0.61
2 C -0.1322 -1.8607 -0.4849  -0.61
3 C -1.2808 0.3968 -0.0911  -0.39
4 C 0.0394 -0.4777 0.1354  -0.11
5 N 1.1735 0.1260 -0.4910  -0.44
6 N 2.3044 0.1881 0.1089  0.57
7 O 2.4731 -0.1141 1.3453  -0.62
8 O 3.2733 0.4455 -0.6537  -0.57
9 H -1.0943 1.9130 1.6156  0.20
10 H -1.9074 2.3858 0.0635  0.18
11 H -0.2052 2.2670 -0.1490  0.24
12 H -1.2255 -2.1420 -0.6120  0.18
13 H 0.3127 -1.8880 -1.5962  0.21
14 H 0.4146 -2.6560 0.0393  0.21
15 H -2.0065 -0.1164 0.3788  0.18
16 H -1.4303 0.3473 -1.1893  0.19
17 H 0.3265 -0.6364 1.1703  0.21

What is the stability order? It is #1, #2, from most stable to least stable.

#1
Density functional theory data (the ωB97M-V functional and the def2-TZVPD basis) for a single CH4N6 molecule.

As for the structure (SMILES): Nc1nnnn1N. Its lowest unoccupied orbital energy is 0.555 eV.

Each line ends with the natural charge from an NBO analysis.
Geometry (Å):
1 C -0.6980 0.2576 -0.1573  0.47
2 H 0.0883 1.9917 0.6100  0.39
3 H -1.6428 1.9972 0.1790  0.40
4 H 2.0188 -1.0788 0.6878  0.40
5 H 2.2676 -0.1368 -0.8886  0.39
6 N -0.6504 1.6642 -0.1739  -0.81
7 N -1.7919 -0.3994 0.0161  -0.33
8 N -1.4522 -1.6553 -0.0049  -0.05
9 N -0.1538 -1.8178 -0.1344  -0.12
10 N 0.3441 -0.5573 -0.2162  -0.08
11 N 1.6702 -0.2654 0.0823  -0.65

#2
Density functional theory data (the ωB97M-V functional and the def2-TZVPD basis) for a molecular structure, CH4N6.

Its lowest unoccupied orbital energy is -0.163 eV.

Each line ends with the natural charge from an NBO analysis.
Geometry (Å):
1 C -0.2613 0.4090 -0.1020  0.47
2 H -3.3801 -0.3345 -0.3569  0.38
3 H -2.6027 -0.3983 1.1996  0.35
4 H -0.5955 -1.5948 0.1462  0.47
5 H 0.9234 2.0836 0.8915  0.44
6 N -2.2776 -0.5024 0.0911  -0.74
7 N -1.5706 0.8020 -0.2022  -0.42
8 N 0.2666 -0.8682 -0.0620  -0.48
9 N 1.6339 -1.0483 -0.0410  0.02
10 N 2.0561 0.2028 0.0783  -0.05
11 N 0.9234 1.0983 -0.0454  -0.44

#3
Density functional theory data (the ωB97M-V functional and the def2-TZVPD basis) for a single CH4N6 molecule.

As for the structure (SMILES): [H]/N=c1/[nH]nnn1N. Its lowest unoccupied orbital energy is 0.366 eV.

Each line ends with the natural charge from an NBO analysis.
Geometry (Å):
1 C 0.6777 -0.5050 0.1389  0.50
2 H -1.2337 1.5969 -1.5628  0.39
3 H -0.2161 2.1940 -0.1942  0.35
4 H 0.4924 -2.2348 1.1227  0.41
5 H 2.0253 0.2446 -1.0932  0.38
6 N -0.3409 1.3596 -0.9740  -0.64
7 N -0.4665 0.1728 -0.3122  -0.17
8 N -1.5841 0.0142 0.6574  -0.06
9 N -1.2502 -1.0830 1.3776  0.01
10 N 0.0387 -1.3785 0.9788  -0.44
11 N 1.8574 -0.3806 -0.1388  -0.73

What is the stability order? It is #1, #3, #2, from most stable to least stable.

#1
Density functional theory data (the ωB97M-V functional and the def2-TZVPD basis) for a single C3H7NOS2 molecule.

As for the structure (SMILES): N[C@H](C=O)CSS. Its lowest unoccupied orbital energy is 0.484 eV.

Each line ends with the natural charge from an NBO analysis.
Geometry (Å):
1 N -1.1965 -1.4250 -0.3238  -0.80
2 C -0.6780 -0.0737 -0.2839  -0.19
3 C -0.9548 0.7391 -1.5532  0.43
4 O -1.0696 1.9311 -1.5894  -0.49
5 C 0.7967 0.0065 0.0745  -0.52
6 S 0.9774 -0.3975 1.8486  0.09
7 S 2.6097 0.8182 2.3646  -0.15
8 H -2.1300 -1.4358 -0.7367  0.36
9 H -0.7279 -1.9290 -1.0808  0.35
10 H -1.1770 0.4712 0.5193  0.23
11 H -1.3445 0.1170 -2.3867  0.09
12 H 1.1023 1.0481 0.0009  0.24
13 H 1.4758 -0.6049 -0.5175  0.22
14 H 2.3164 0.7346 3.6642  0.14

#2
Density functional theory data (the ωB97M-V functional and the def2-TZVPD basis) for 3 unconnected molecules or ions with the total composition C3H7NOS2.

As for the structure (SMILES): O=C=NS.C=C.S. Its lowest unoccupied orbital energy is 0.375 eV.

Each line ends with the natural charge from an NBO analysis.
Geometry (Å):
1 C 3.9980 -0.2333 0.4090  0.84
2 C 1.0180 1.7349 -0.1006  -0.36
3 C -0.0175 1.0377 0.2723  -0.41
4 N 3.3583 -1.2202 0.4173  -0.72
5 O 4.7488 0.6053 0.5512  -0.49
6 S 2.1610 -1.9242 -0.5165  0.22
7 S -2.7676 -1.5623 0.5820  -0.29
8 H 0.9929 2.8563 -0.3789  0.19
9 H 1.9433 1.3079 -0.2286  0.17
10 H 1.6609 -2.7429 0.6001  0.15
11 H 0.1703 0.0282 0.6130  0.20
12 H -0.9130 1.5396 0.2054  0.20
13 H -3.6026 -1.8788 -0.4218  0.14
14 H -1.9783 -1.0977 -0.4140  0.15

What is the stability order? It is #1, #2, from most stable to least stable.